This record from the OMol25 dataset describes C30H73F6N6O13PdS2 as an isolated structure. The level of theory is ωB97M-V/def2-TZVPD.

- LUMO level (spin up / spin down): -2.92 / -5.66 eV
- Frontier orbital gap (spin up / spin down): 0.257 / 0.157 hartree
- Spin multiplicity: 3
- Total charge: +1
- ΔE to the lowest compared entry with this formula, charge and spin: 71.5 kcal/mol

Last column: Mulliken spin population.
Cartesian coordinates (Å):
Pd 7.586 11.606 -15.901  1.507
C 6.375 12.357 -19.893  -0.002
F 5.628 12.472 -20.941  0.000
F 7.232 11.360 -19.982  0.001
F 7.173 13.400 -19.716  0.000
S 5.313 12.140 -18.282  0.023
O 3.946 12.568 -18.585  0.008
O 5.381 10.714 -17.983  0.001
N 6.238 12.874 -17.044  0.076
S 5.881 14.471 -17.100  0.009
O 7.044 15.099 -16.480  -0.001
O 5.516 15.007 -18.392  0.024
C 4.339 14.709 -16.027  0.001
F 4.445 15.848 -15.293  0.000
F 3.283 14.849 -16.786  0.000
F 4.151 13.664 -15.171  0.000
C 2.055 12.387 -22.086  0.000
C 2.831 13.700 -22.164  0.000
O 2.992 14.096 -20.871  0.000
H 2.363 11.609 -22.788  0.000
H 0.991 12.582 -22.213  0.000
H 2.242 11.826 -21.169  0.000
H 2.410 14.489 -22.787  0.000
H 3.840 13.611 -22.579  0.000
H 3.529 13.415 -20.459  -0.001
C 6.633 7.072 -20.484  0.000
O 6.893 8.095 -19.497  0.000
C 8.118 7.889 -18.742  0.012
C 8.082 8.701 -17.411  0.003
N 8.399 10.126 -17.561  0.088
C 9.890 10.352 -17.791  0.017
C 10.085 11.824 -17.869  -0.006
O 9.403 12.482 -16.810  0.062
C 9.732 13.832 -16.531  -0.001
H 5.751 7.498 -20.959  0.000
H 6.269 6.171 -19.986  0.000
H 7.392 6.763 -21.203  0.000
H 8.811 8.298 -19.481  0.000
H 8.436 6.860 -18.576  0.000
H 8.744 8.354 -16.616  0.004
H 7.082 8.625 -16.983  0.000
H 7.980 10.231 -18.479  -0.012
H 10.234 10.008 -18.768  0.005
H 10.528 9.937 -17.011  0.004
H 9.651 12.084 -18.837  0.003
H 11.140 12.087 -17.793  0.000
H 9.202 14.322 -15.716  0.003
H 9.701 14.488 -17.401  0.001
H 10.762 13.927 -16.179  0.001
C 2.040 9.640 -16.649  0.001
O 0.863 10.301 -17.069  0.000
C 1.073 11.403 -17.885  0.000
C -0.200 11.669 -18.737  0.000
N -0.401 10.592 -19.708  0.000
C -1.787 10.566 -20.216  0.000
C -1.770 9.921 -21.620  0.000
O -3.103 10.135 -22.074  0.000
C -3.286 9.628 -23.338  0.000
H 2.712 9.653 -17.510  0.000
H 2.063 8.595 -16.336  0.000
H 2.506 10.093 -15.769  0.000
H 1.855 11.165 -18.611  0.000
H 1.407 12.296 -17.354  0.000
H -0.164 12.661 -19.189  0.000
H -1.100 11.599 -18.119  0.000
H -0.105 9.803 -19.148  0.000
H -2.206 11.572 -20.215  0.000
H -2.444 10.002 -19.551  0.000
H -1.391 8.897 -21.616  0.000
H -1.082 10.434 -22.296  0.000
H -3.295 8.544 -23.477  0.000
H -2.607 10.018 -24.101  0.000
H -4.270 9.979 -23.654  0.000
C 3.704 8.736 -27.266  0.000
O 5.091 8.808 -27.475  0.000
C 5.341 9.875 -28.420  0.000
C 6.843 10.240 -28.356  0.000
N 7.172 10.531 -26.926  0.000
C 8.558 10.287 -26.451  0.000
C 8.601 9.150 -25.413  0.000
O 8.631 9.512 -24.064  0.000
C 7.367 9.999 -23.539  0.000
H 3.506 7.723 -26.915  0.000
H 3.136 8.989 -28.162  0.000
H 3.355 9.390 -26.462  0.000
H 4.768 10.787 -28.249  0.000
H 5.146 9.595 -29.457  0.000
H 7.136 11.102 -28.956  0.000
H 7.476 9.408 -28.676  0.000
H 6.610 9.802 -26.507  0.000
H 9.042 11.161 -26.013  0.000
H 9.146 10.026 -27.333  0.000
H 9.589 8.694 -25.507  0.000
H 7.828 8.421 -25.667  0.000
H 7.490 9.968 -22.458  0.000
H 6.495 9.461 -23.915  0.000
H 7.301 11.018 -23.926  0.000
C -3.747 18.383 -15.927  0.000
C -3.021 17.389 -14.988  0.000
C -2.070 16.406 -15.665  0.000
O -1.001 17.049 -16.342  0.000
C -0.017 16.252 -16.947  0.000
N -2.242 18.291 -14.109  0.000
H -4.458 17.959 -16.641  0.000
H -2.940 18.743 -16.567  0.000
H -4.319 19.213 -15.513  0.000
H -3.635 16.826 -14.284  0.000
H -2.566 15.890 -16.493  0.000
H -1.789 15.596 -14.988  0.000
H -0.412 15.347 -17.419  0.000
H 0.630 15.800 -16.191  0.000
H 0.501 16.826 -17.712  0.000
H -2.779 19.136 -13.990  0.000
H -1.383 18.335 -14.642  0.000
C 4.387 9.787 -13.242  0.011
C 5.058 10.771 -14.211  -0.026
C 6.029 11.660 -13.321  0.028
O 6.699 12.720 -14.087  0.035
C 7.023 13.873 -13.287  0.002
N 5.822 10.196 -15.273  0.127
H 3.716 10.479 -12.733  0.000
H 5.052 9.348 -12.497  0.000
H 3.884 8.980 -13.774  -0.001
H 4.243 11.341 -14.658  -0.004
H 6.862 11.136 -12.849  -0.008
H 5.410 12.098 -12.538  0.003
H 7.902 13.726 -12.657  0.001
H 6.251 14.187 -12.583  0.002
H 7.175 14.632 -14.053  0.000
H 5.200 9.944 -16.035  -0.005
H 6.053 9.257 -14.963  0.002

=====

This record from the OMol25 dataset describes C11H16CoN2O4S as an isolated structure. The level of theory is ωB97M-V/def2-TZVPD.

- LUMO level (spin up / spin down): -7.66 / -11.65 eV
- Frontier orbital gap (spin up / spin down): 0.237 / 0.103 hartree
- Spin multiplicity: 4
- Total charge: +2

Last column: Mulliken spin population.
Cartesian coordinates (Å):
Co -0.466 -0.378 -1.774  1.385
O -0.333 2.501 -1.643  0.115
C -0.394 1.346 -1.677  0.042
C -0.517 -2.061 -2.259  0.031
O -0.574 -3.177 -2.563  0.068
C 1.257 -0.465 -1.879  0.071
O 2.408 -0.517 -1.941  0.096
C -2.173 -0.275 -2.067  0.015
O -3.317 -0.238 -2.238  0.076
C -0.426 0.349 -6.852  0.003
H -1.331 0.964 -6.850  0.001
H 0.533 0.875 -6.832  0.001
C -0.490 -0.990 -6.912  0.004
H 0.415 -1.605 -6.941  0.001
H -1.449 -1.515 -6.959  0.001
C -0.050 -1.910 4.526  0.002
C 0.636 -0.666 3.991  0.001
N 0.761 -0.673 2.465  0.056
C -0.207 -0.190 1.626  -0.093
S -1.055 -1.250 0.549  1.046
N -0.508 1.110 1.604  0.073
C 0.017 2.107 2.569  -0.001
C 1.530 2.212 2.573  0.007
H -1.080 -1.977 4.155  0.001
H -0.085 -1.861 5.619  0.000
H 0.506 -2.810 4.234  0.000
H 0.117 0.243 4.308  0.001
H 1.671 -0.578 4.357  0.004
H 1.051 -1.607 2.162  -0.008
H -1.356 1.354 1.080  -0.004
H -0.446 3.053 2.263  0.002
H -0.367 1.854 3.567  0.004
H 1.883 2.551 1.592  0.000
H 1.820 2.962 3.319  0.001
H 2.016 1.261 2.829  -0.001

=====

Calculated total energy for every record listed, in sequence, given in Ha: -4016.3326 -2619.3830.